Record 1
Below is a single C5H9NO molecule at a distorted geometry, with properties calculated with ωB97M-V/def2-TZVPD.

Element x y z (Å)
C 1.8826 -0.9086 0.2673
C 0.9072 0.3811 0.4463
C -0.2831 0.1851 -0.5174
O -0.2713 -1.1516 -0.9946
C -1.6885 0.2236 0.0994
C -2.2618 1.5324 0.3931
N -2.7757 2.5471 0.6056
H 2.8114 -0.5395 -0.1593
H 2.0196 -1.3572 1.2474
H 1.6669 -1.8075 -0.3640
H 1.4377 1.3361 0.2387
H 0.5356 0.5600 1.4825
H -0.2186 0.8989 -1.3509
H 0.2698 -1.2353 -1.7803
H -1.6918 -0.3869 1.0089
H -2.3401 -0.2776 -0.6228

## Properties
HOMO energy: -10.8 eV
total charge: 0
structure (SMILES): CC[C@@H](O)CC#N
DFT total energy: -8867.1797 eV
LUMO: 0.022 Eh
orbital gap: 11.43 eV
multiplicity: 1
energy relative to the best compared isomer or geometry (same formula, charge and spin): 2.0329 eV

---

Record 2
Below is a molecular structure, C23H27NO6 at a distorted geometry, with properties calculated with ωB97M-V/def2-TZVPD.

Element x y z (Å)
C -0.5083 -3.9714 -1.5312
H -0.9103 -4.9438 -1.6616
H -0.3607 -3.4679 -2.6480
C -1.2655 -3.0508 -0.7220
C -0.6976 -1.8008 -0.8764
O -1.2439 -0.8515 -1.3998
N 0.2473 -1.4907 0.2477
C 1.0501 -2.2706 0.7826
H 0.5283 -3.2368 0.8325
C 2.5331 -2.4762 0.3516
C 3.0649 -0.8817 0.1675
C 2.2367 0.1463 -0.0999
C 2.9707 1.1017 -0.3465
C 4.3425 1.4898 -0.2869
C 5.1129 0.2304 -0.2987
C 4.4401 -1.0022 0.1832
H 5.1376 -2.0278 0.2220
O 6.4279 0.3924 -0.1866
C 7.4208 -0.5577 -0.2052
H 7.0952 -1.3641 -0.8020
H 8.2796 -0.2796 -0.3491
H 7.1049 -1.0400 0.9991
O 4.9922 2.6735 -0.4977
C 4.1953 3.7902 -0.5651
H 3.5884 3.8372 -1.8456
H 3.7569 4.0164 0.1417
H 5.0055 4.3366 -0.9208
H 2.3559 2.3118 -0.3883
C 0.7627 -0.0427 0.2447
H 0.3997 0.4823 -0.6288
C 0.4303 0.7729 1.4266
H 1.1192 0.3967 2.1277
O -0.7666 0.1979 1.9910
C -1.9862 0.3000 1.3000
C -2.1769 1.3511 0.3648
C -3.3448 1.8013 -0.1720
C -4.4405 0.8103 -0.0122
C -4.2884 -0.1627 1.3950
C -3.0690 -0.3194 1.7204
H -3.0058 -0.9933 2.5502
H -5.0393 -0.8803 1.5799
C -5.9099 1.1090 -0.2527
O -6.1018 1.8891 -1.2382
O -6.7511 -0.0072 -0.0986
C -8.0839 0.3571 -0.7915
H -8.4467 -0.5662 -0.3363
H -7.8219 0.1125 -1.7640
H -8.2646 1.1256 -0.4262
H -3.5104 2.4497 -1.0654
H -1.4563 2.1095 0.0939
H 0.4193 1.7994 1.3129
H 3.1225 -2.9836 0.9958
H 2.6522 -2.8939 -0.6987
H 1.1715 -1.9855 2.0270
H -1.2512 -3.4760 0.4383
H -2.2998 -2.8155 -0.8554
H 0.4361 -4.1938 -1.3399

## Properties
HOMO energy: -7.9 eV
total charge: 0
DFT total energy: -38043.5827 eV
LUMO: -0.003 Eh
orbital gap: 7.86 eV
multiplicity: 1
energy relative to the best compared isomer or geometry (same formula, charge and spin): 22.9914 eV

---

Record 3
Below is a molecular structure, H10Na6O13S2 at a distorted geometry, with properties calculated with ωB97M-V/def2-TZVPD.

Element x y z (Å)
Na -7.1169 3.7241 -9.6546
Na -3.5473 -2.0100 -10.2886
Na -3.5646 1.2439 -12.5400
Na -7.9366 0.8476 -8.6858
Na -6.9754 -0.5899 -14.3146
Na -4.3499 1.1717 -8.7137
S -6.0836 0.5205 -11.2284
O -7.2722 -0.3368 -11.1551
O -4.8835 -0.2409 -10.8632
O -5.9249 1.1099 -12.5597
O -6.2321 1.6488 -10.1923
S -1.9448 -1.3205 -12.8030
O -2.3381 -0.4487 -13.9410
O -0.5290 -1.6277 -12.8652
O -2.1662 -0.5319 -11.5234
O -2.8483 -2.5106 -12.7179
O -9.3280 -0.4043 -13.1537
H -8.8238 -0.6494 -12.3630
H -10.1221 -0.9530 -13.1396
O -4.4189 2.6627 -14.5814
H -5.2678 2.2420 -14.7402
H -4.1833 3.0726 -15.4235
O -6.4715 -3.0705 -10.6503
H -7.2180 -3.5863 -10.9809
H -6.8168 -2.1691 -10.5796
O -6.8748 3.9606 -12.3327
H -7.4623 3.8960 -13.0951
H -6.2922 3.1903 -12.4310
O -5.4849 -2.1789 -13.4209
H -4.4778 -2.1869 -13.3920
H -5.7441 -2.5783 -12.5792

## Properties
HOMO energy: -11.6 eV
total charge: +2
DFT total energy: -74942.8608 eV
LUMO: -0.338 Eh
orbital gap: 2.39 eV
multiplicity: 1

---

Record 4
Below is a molecular structure, C16H28InN2O3Te at a distorted geometry, with properties calculated with ωB97M-V/def2-TZVPD.

Element x y z (Å)
In -0.1842 -0.1165 0.1652
C -4.4934 -1.0423 0.8434
C -3.5101 -0.0809 0.1899
C -4.2158 1.0318 -0.5664
O -2.6031 -0.7918 -0.7014
C -2.5427 0.4702 1.2541
O -2.5398 1.6586 1.5447
O -1.6840 -0.3877 1.7092
H -5.1796 -1.4557 0.1029
H -5.0758 -0.5106 1.5964
H -3.9563 -1.8528 1.3356
H -4.9712 0.6140 -1.2348
H -3.4928 1.5906 -1.1584
H -4.6971 1.7163 0.1282
H -3.1301 -1.2198 -1.3853
C 1.5150 0.4765 2.7670
N 1.8434 -0.2974 1.5587
C 3.0026 0.2942 0.8804
C 2.0898 -1.7108 1.8676
C 0.7998 -2.5074 1.8338
N 0.1485 -2.4863 0.5126
C 0.9670 -3.1093 -0.5398
C -1.1384 -3.1979 0.6220
H 2.3608 0.4896 3.4621
H 0.6444 0.0469 3.2618
H 1.2657 1.5001 2.4878
H 3.9094 0.2025 1.4874
H 2.8150 1.3498 0.7077
H 3.1668 -0.1890 -0.0833
H 2.5506 -1.8235 2.8536
H 2.7873 -2.1077 1.1309
H 0.0862 -2.0707 2.5357
H 1.0132 -3.5372 2.1410
H 1.2347 -4.1366 -0.2726
H 1.8775 -2.5400 -0.7211
H 0.3980 -3.1271 -1.4678
H -0.9743 -4.2216 0.9730
H -1.6234 -3.2295 -0.3504
H -1.7792 -2.6698 1.3224
Te -0.4121 2.6063 -0.3135
C 1.0968 2.8820 -1.8011
C 2.4300 3.1215 -1.4778
C 3.3448 3.4444 -2.4683
C 2.9244 3.5797 -3.7840
C 1.5911 3.3799 -4.1103
C 0.6845 3.0140 -3.1263
H 2.7454 3.1006 -0.4437
H 4.3820 3.6122 -2.2084
H 3.6310 3.8665 -4.5514
H 1.2530 3.5210 -5.1284
H -0.3555 2.8505 -3.3806

## Properties
HOMO energy: -11.3 eV
total charge: +1
DFT total energy: -38630.7579 eV
LUMO: -0.163 Eh
orbital gap: 6.89 eV
multiplicity: 1
energy relative to the best compared isomer or geometry (same formula, charge and spin): 1.5345 eV